[1]
Formula: C4H9NO
Source: the OMol25 dataset
Level of theory: wB97M-V/def2-TZVPD

Each line ends with the Löwdin charge.
Positions of all 15 atoms, in Å:
C (-1.13, -1.51, 0.20)  -0.05
C (-0.74, 0.66, 0.35)  0.04
C (0.48, 0.80, -0.32)  -0.41
N (0.52, 0.39, -1.59)  0.00
O (-0.60, -0.13, -1.97)  -0.15
C (1.80, 1.05, 0.36)  -0.05
H (-1.45, -2.34, -0.45)  0.05
H (-0.20, -1.81, 0.67)  0.05
H (-1.91, -1.40, 0.95)  0.04
H (-1.65, 0.90, -0.20)  0.10
H (-0.79, 0.82, 1.42)  0.10
H (-0.99, -0.78, -0.94)  0.05
H (2.53, 0.30, 0.05)  0.08
H (2.21, 2.03, 0.11)  0.08
H (1.69, 1.00, 1.45)  0.07

Results
Highest occupied orbital energy (alpha / beta)   -8.70 / -8.70 eV

[2]
Formula: C4H9NO
Source: the OMol25 dataset
Level of theory: wB97M-V/def2-TZVPD

Each line ends with the Löwdin charge.
Positions of all 15 atoms, in Å:
C (0.05, -0.22, 1.64)  -0.09
C (-1.20, -0.41, 0.80)  -0.21
N (-1.02, -0.14, -0.67)  0.03
C (0.00, 0.61, -1.26)  -0.55
C (1.43, 0.17, -1.11)  -0.02
O (-0.26, 1.58, -1.94)  0.05
H (0.70, 0.56, 1.23)  0.06
H (-0.23, 0.18, 2.62)  0.08
H (0.68, -1.10, 1.60)  0.08
H (-2.12, 0.11, 1.02)  0.11
H (-1.45, -1.49, 0.80)  0.10
H (-1.92, -0.19, -1.11)  0.12
H (2.05, 1.04, -0.90)  0.09
H (1.65, 0.00, -2.18)  0.10
H (1.65, -0.71, -0.53)  0.07

Results
Highest occupied orbital energy   -9.08 eV

[3]
Formula: C4H9NO
Source: the OMol25 dataset
Level of theory: wB97M-V/def2-TZVPD

Each line ends with the Löwdin charge.
Positions of all 15 atoms, in Å:
C (1.34, 2.08, 1.68)  0.02
C (1.04, 1.10, 0.86)  -0.18
N (0.72, 0.17, 0.14)  0.00
C (1.50, -0.23, -1.03)  -0.09
H (1.95, 1.89, 2.55)  0.06
H (0.95, 3.08, 1.50)  0.05
H (2.36, 0.42, -1.20)  0.08
H (1.84, -1.26, -0.88)  0.08
H (0.85, -0.22, -1.91)  0.08
C (-2.38, -1.16, -0.48)  -0.19
O (-1.49, -1.72, 0.45)  -0.14
H (-2.83, -0.22, -0.13)  0.08
H (-3.19, -1.88, -0.64)  0.08
H (-1.90, -0.96, -1.45)  0.07
H (-0.76, -1.09, 0.55)  0.02

Results
Highest occupied orbital energy   -9.38 eV

[4]
Formula: C4H9NO
Source: the OMol25 dataset
Level of theory: wB97M-V/def2-TZVPD

Each line ends with the Löwdin charge.
Positions of all 15 atoms, in Å:
C (0.42, 1.54, 1.56)  -0.04
N (0.81, 1.00, 0.49)  -0.02
C (0.18, -0.21, 0.10)  -0.18
C (-1.09, -0.57, 0.26)  -0.16
C (-1.61, -1.90, -0.20)  -0.10
H (-0.42, 1.21, 2.17)  0.08
H (0.89, 2.47, 1.87)  0.07
H (0.85, -0.87, -0.44)  0.11
H (-1.78, 0.14, 0.68)  0.10
H (-0.86, -2.36, -0.85)  0.07
H (-2.51, -1.76, -0.80)  0.07
H (-1.83, -2.56, 0.64)  0.08
O (2.64, 1.05, -1.86)  -0.09
H (2.01, 1.32, -2.53)  0.03
H (2.29, 1.50, -1.08)  0.00

Results
Highest occupied orbital energy   -9.34 eV

[5]
Formula: C4H9NO
Source: the OMol25 dataset
Level of theory: wB97M-V/def2-TZVPD

Each line ends with the Löwdin charge.
Positions of all 15 atoms, in Å:
C (0.59, 0.89, -1.12)  -0.05
C (-0.35, -0.05, -0.09)  -0.42
C (-0.72, -1.32, -0.82)  -0.07
N (0.52, -0.35, 1.06)  0.01
C (0.17, 0.35, 2.23)  -0.33
O (-0.80, 1.07, 2.36)  0.02
H (-0.12, 1.04, -1.92)  0.07
H (1.50, 0.43, -1.56)  0.09
H (0.89, 1.89, -0.73)  0.09
H (-1.17, 0.59, 0.22)  0.13
H (-1.32, -1.97, -0.19)  0.08
H (0.18, -1.88, -1.10)  0.09
H (-1.28, -1.06, -1.72)  0.08
H (1.06, 0.21, 0.30)  0.08
H (0.85, 0.16, 3.08)  0.12

Results
Highest occupied orbital energy   -9.85 eV

[6]
Formula: C4H9NO
Source: the OMol25 dataset
Level of theory: wB97M-V/def2-TZVPD

Each line ends with the Löwdin charge.
Positions of all 15 atoms, in Å:
C (2.11, -0.66, -0.04)  -0.11
C (0.76, -0.51, -0.63)  -0.18
C (0.06, 0.63, -0.82)  -0.25
O (0.51, 1.89, -0.56)  0.00
H (2.07, -1.31, 0.84)  0.07
H (2.57, 0.29, 0.26)  0.06
H (2.79, -1.12, -0.77)  0.08
H (0.31, -1.43, -1.01)  0.10
H (-0.85, 0.67, -1.42)  0.11
H (1.34, 1.85, -0.07)  0.09
C (-2.18, 0.27, 1.04)  -0.16
N (-3.01, -0.26, 0.19)  0.01
H (-2.34, 1.28, 1.44)  0.07
H (-1.37, -0.33, 1.50)  0.07
H (-2.76, -1.24, 0.04)  0.03

Results
Highest occupied orbital energy   -8.71 eV

[7]
Formula: C4H9NO
Source: the OMol25 dataset
Level of theory: wB97M-V/def2-TZVPD

Each line ends with the Löwdin charge.
Positions of all 15 atoms, in Å:
C (1.44, 0.28, 0.60)  -0.09
C (-0.14, 0.79, -0.34)  -0.18
C (-0.34, -0.14, -1.53)  -0.28
O (-1.12, -1.30, -1.35)  -0.09
C (-0.25, -0.25, 1.10)  -0.19
N (-1.24, 0.61, 0.57)  -0.05
H (1.70, 1.19, 1.15)  0.07
H (1.85, -0.59, 1.14)  0.08
H (1.95, 0.28, -0.36)  0.06
H (-0.80, 0.52, -2.27)  0.12
H (0.62, -0.47, -1.94)  0.11
H (-1.93, -1.00, -0.91)  0.08
H (-0.01, -0.06, 2.15)  0.12
H (-0.37, -1.29, 0.83)  0.11
H (-1.35, 1.44, 1.15)  0.11

Results
Highest occupied orbital energy   -7.91 eV

[8]
Formula: C4H9NO
Source: the OMol25 dataset
Level of theory: wB97M-V/def2-TZVPD

Each line ends with the Löwdin charge.
Positions of all 15 atoms, in Å:
C (0.64, 0.93, -2.25)  -0.03
C (0.46, 0.78, -0.78)  -0.17
N (-0.31, -0.15, -0.27)  0.03
C (-0.03, -0.22, 1.24)  -0.59
O (1.14, -0.15, 1.54)  -0.01
C (-0.91, -1.27, 1.90)  -0.02
H (1.14, 1.85, -2.54)  0.08
H (-0.25, 0.74, -2.86)  0.09
H (1.35, 0.11, -2.45)  0.11
H (1.25, 1.11, -0.11)  0.10
H (-0.49, 1.77, 1.10)  0.01
H (-1.28, -0.15, -0.57)  0.15
H (-1.91, -1.38, 1.48)  0.07
H (-0.96, -1.16, 2.98)  0.08
H (-0.36, -2.20, 1.70)  0.10

Results
Highest occupied orbital energy (alpha / beta)   -6.65 / -6.78 eV

[9]
Formula: C4H9NO
Source: the OMol25 dataset
Level of theory: wB97M-V/def2-TZVPD

Each line ends with the Löwdin charge.
Positions of all 15 atoms, in Å:
C (1.72, -0.72, 0.90)  -0.11
N (1.90, 0.50, 1.17)  -0.09
C (2.82, 1.36, 0.37)  -0.13
H (0.85, -1.07, 0.30)  0.04
H (2.31, -1.59, 1.30)  0.07
H (2.23, 1.73, -0.48)  0.07
H (3.74, 0.78, 0.28)  0.07
H (3.13, 2.26, 0.88)  0.05
C (-2.85, -0.27, -1.25)  -0.06
C (-2.48, -0.79, 0.10)  -0.30
O (-1.40, -0.57, 0.60)  0.02
H (-3.40, 0.67, -1.24)  0.08
H (-3.43, -0.94, -1.90)  0.08
H (-1.93, -0.17, -1.85)  0.08
H (-3.22, -1.17, 0.84)  0.12

Results
Highest occupied orbital energy   -7.26 eV

[10]
Formula: C4H9NO
Source: the OMol25 dataset
Level of theory: wB97M-V/def2-TZVPD

Each line ends with the Löwdin charge.
Positions of all 15 atoms, in Å:
C (2.16, 0.25, -0.77)  -0.10
C (0.82, -0.44, -1.00)  -0.17
C (-0.31, 0.29, -0.28)  -0.52
O (-0.55, 1.47, -0.49)  0.04
N (-1.06, -0.47, 0.56)  0.00
C (-2.12, 0.10, 1.36)  -0.07
H (2.93, -0.12, -1.46)  0.07
H (2.53, 0.10, 0.25)  0.08
H (2.04, 1.33, -0.93)  0.07
H (0.56, -0.41, -2.06)  0.12
H (0.89, -1.51, -0.72)  0.10
H (-0.69, -1.37, 0.81)  0.12
H (-2.05, -0.25, 2.40)  0.08
H (-3.12, -0.15, 0.97)  0.08
H (-2.02, 1.19, 1.35)  0.08

Results
Highest occupied orbital energy   -9.70 eV

[11]
Formula: C4H9NO
Source: the OMol25 dataset
Level of theory: wB97M-V/def2-TZVPD

Each line ends with the Löwdin charge.
Positions of all 15 atoms, in Å:
C (-1.44, -0.94, 1.21)  -0.06
C (-0.86, 0.39, 1.01)  -0.34
N (-0.63, 1.50, 1.28)  0.13
H (-2.10, -1.26, 0.40)  0.09
H (-0.71, -1.73, 1.40)  0.08
H (-2.03, -0.78, 2.11)  0.08
C (0.94, -0.94, -0.78)  -0.11
O (0.10, 0.21, -0.77)  -0.32
C (0.71, 1.57, -0.83)  -0.09
H (1.57, -0.90, -1.67)  0.08
H (0.33, -1.86, -0.84)  0.09
H (1.57, -1.02, 0.12)  0.10
H (1.23, 1.53, -1.77)  0.07
H (-0.05, 2.38, -0.87)  0.09
H (1.38, 1.87, 0.00)  0.09

Results
Highest occupied orbital energy   -9.30 eV

[12]
Formula: C4H9NO
Source: the OMol25 dataset
Level of theory: wB97M-V/def2-TZVPD

Each line ends with the Löwdin charge.
Positions of all 15 atoms, in Å:
C (-1.43, -1.06, -0.39)  -0.09
C (-0.37, -0.71, 0.70)  -0.21
N (0.61, 0.28, 0.24)  -0.18
C (0.16, 1.63, -0.04)  -0.08
C (1.86, -0.13, -0.11)  -0.30
O (2.27, -1.31, -0.06)  -0.02
H (-0.90, -1.60, -1.19)  0.08
H (-2.23, -1.73, 0.00)  0.08
H (-1.97, -0.22, -0.85)  0.06
H (0.25, -1.64, 0.94)  0.13
H (-0.85, -0.29, 1.62)  0.12
H (1.03, 2.24, -0.29)  0.08
H (-0.56, 1.70, -0.92)  0.10
H (-0.34, 2.15, 0.83)  0.10
H (2.48, 0.70, -0.48)  0.13

Results
Highest occupied orbital energy   -9.37 eV

Record order is preserved below.
Relative energy (zero: lowest compared OMol25 entry of this formula, charge and spin): 133.10; 30.79; 62.91; 49.29; 68.56; 61.08; 140.45; 134.64; 112.61; 6.84; 73.90; 21.07 kcal/mol